# 1
Formula: C23H18ClF6FeN2O4P
Source: the Open Molecules 2025 dataset
Level of theory: the ωB97M-V functional and the def2-TZVPD basis

Summary:
Spin multiplicity ... 6
Expectation value of S² ... 8.760
Frontier orbital gap (spin up / spin down) ... 7.99 / 7.49 eV
Energy relative to the best compared isomer or geometry (same formula, charge and spin) ... 0.0 kcal/mol
Total charge ... -1
DFT total energy ... -3962.612256 a.u.
Largest force on an atom ... 0.162 eV/Å

Atoms and positions in Å:
H: -0.9093 -4.2239 6.3053
C: 2.6362 -0.6606 -1.1760
N: -0.7894 -2.4907 0.8056
H: 0.8089 -2.4863 6.7762
H: -0.0842 -0.6769 -3.2762
H: 4.1113 1.2010 -4.2861
C: 0.7989 4.6253 -0.1862
C: 4.0140 -0.3849 -1.2838
O: -1.3915 0.2285 1.0193
C: 1.3677 3.3986 0.0298
F: -2.4680 0.1597 -3.6472
H: 1.4165 5.4744 -0.4499
C: 4.5253 0.2756 -2.3780
H: -1.8394 -3.9323 1.8000
O: 1.1432 1.1263 0.5380
H: 1.6923 0.6687 -4.1770
H: -1.8033 -1.9001 -2.3666
C: -1.3907 3.7439 0.2363
C: -0.8252 2.4761 0.4662
H: 4.6473 -0.6873 -0.4598
C: 0.4144 -1.8959 3.4438
H: 1.6348 -1.0252 4.9669
N: -0.2364 -1.0076 -1.2642
C: -1.0163 -3.7144 4.2283
Fe: 0.5060 -0.7154 0.6825
F: -1.2510 1.7742 -2.5701
C: 0.4220 -2.6042 5.7706
O: 0.8792 -1.0953 2.5383
H: -2.4047 -3.3281 -0.2814
C: 0.5731 2.2711 0.3560
C: -1.7078 1.4057 0.8073
H: 2.4351 3.2488 -0.0648
H: -2.7690 1.6687 0.9050
H: -2.4654 3.8613 0.2841
C: -0.5585 -2.8957 3.1849
F: -2.3465 2.2821 -4.5151
F: -4.3103 1.5296 -3.6004
O: 2.1820 -1.2725 -0.1098
P: -2.7856 1.6631 -3.0952
C: 3.7010 0.6754 -3.4344
H: -2.2951 -0.9528 -0.9578
Cl: -1.2719 6.3793 -0.3711
C: -1.0986 -3.1264 1.8655
C: -1.5379 -1.6370 -1.3408
C: -0.5447 -3.5847 5.5129
F: -3.2160 1.0116 -1.6546
C: 1.8070 -0.2733 -2.2622
H: 5.5868 0.4930 -2.4161
C: 0.8900 -1.7855 4.7719
H: -1.7626 -4.4680 3.9979
C: 2.3576 0.3802 -3.3707
C: -0.5889 4.8007 -0.0794
C: -1.4247 -2.8734 -0.4544
C: 0.4101 -0.6537 -2.3033
H: -0.7808 -3.6085 -0.9465
F: -3.0871 3.1379 -2.5138

Cartesian forces, eV/Å:
-0.002 0.000 -0.001
-0.014 0.022 -0.016
0.017 -0.046 0.003
0.001 0.001 0.000
-0.007 -0.001 -0.005
-0.001 -0.001 -0.001
-0.013 0.005 0.011
-0.010 -0.003 0.006
-0.053 0.051 0.058
-0.008 -0.012 -0.015
0.013 0.002 -0.011
0.000 -0.001 0.000
0.008 0.005 -0.002
-0.004 0.011 0.002
-0.027 0.015 0.004
0.001 -0.007 -0.004
-0.003 0.013 0.033
0.005 -0.028 -0.026
0.026 -0.009 -0.011
0.002 0.000 -0.002
-0.028 -0.016 0.023
0.000 0.000 0.003
0.022 0.101 -0.042
0.005 -0.004 0.002
0.148 -0.039 0.054
0.012 -0.070 0.033
0.001 -0.005 0.004
-0.018 0.001 -0.059
0.008 -0.008 -0.001
-0.029 -0.006 -0.010
0.001 -0.049 0.014
-0.002 0.000 0.000
-0.012 0.004 -0.023
-0.019 0.002 -0.006
0.018 0.001 0.001
-0.003 0.004 -0.035
-0.001 -0.030 0.004
-0.007 -0.023 0.010
0.021 0.025 -0.013
0.004 0.000 0.001
0.049 -0.058 -0.027
0.004 -0.001 0.003
-0.025 0.017 -0.007
-0.087 -0.019 0.011
0.002 0.006 -0.002
0.033 0.085 0.022
0.026 0.017 0.005
0.000 -0.003 0.000
-0.006 0.009 -0.005
0.000 0.001 0.001
-0.003 0.000 0.003
0.023 0.014 -0.012
-0.031 0.006 0.011
-0.020 0.011 -0.017
0.010 0.007 -0.011
-0.027 0.002 0.045

---

# 2
Formula: C6H10O
Source: the Open Molecules 2025 dataset
Level of theory: the ωB97M-V functional and the def2-TZVPD basis

Summary:
Frontier orbital gap ... 10.04 eV
Energy relative to the best compared isomer or geometry (same formula, charge and spin) ... 122.2 kcal/mol
DFT total energy ... -309.647704 a.u.
Largest force on an atom ... 0.532 eV/Å

Atoms and positions in Å:
H: 0.8512 1.4869 0.5683
H: 1.8314 -2.7054 0.7842
H: -1.2112 2.4725 -0.4685
H: -0.5593 -1.2997 -1.4440
H: -1.8450 0.1326 0.9501
C: 0.5055 -1.0962 0.7994
C: -0.6825 1.6368 -0.9401
C: 0.8388 -0.4026 -0.4485
C: 0.0830 0.8552 0.1093
H: -1.4244 1.0058 -1.4404
H: 1.3259 -3.0074 0.3262
O: 0.3347 -0.9781 -1.6259
H: -0.8135 0.9548 2.1346
H: 1.8959 -0.2119 -0.6393
H: -0.0127 2.0360 -1.7078
C: -0.8101 0.2766 1.2780
C: -0.3077 -1.1559 1.7645

Cartesian forces, eV/Å:
-0.111 -0.073 -0.068
0.119 -0.193 -0.027
0.066 -0.098 -0.061
0.138 0.009 -0.083
0.143 0.041 0.049
-0.283 -0.055 0.326
-0.044 0.036 -0.042
0.175 0.103 0.182
0.002 0.169 -0.014
0.084 0.103 0.068
0.127 -0.167 -0.048
-0.248 -0.099 0.038
0.002 -0.089 -0.127
-0.147 -0.034 0.102
-0.100 -0.032 0.095
-0.284 0.391 -0.001
0.361 -0.012 -0.391

---

# 3
Formula: C4H6O2
Source: the Open Molecules 2025 dataset
Level of theory: the ωB97M-V functional and the def2-TZVPD basis

Summary:
Frontier orbital gap (spin up / spin down) ... 8.72 / 8.72 eV
Energy relative to the best compared isomer or geometry (same formula, charge and spin) ... 127.0 kcal/mol
DFT total energy ... -306.303875 a.u.
Largest force on an atom ... 1.820 eV/Å

Atoms and positions in Å:
C: 0.9028 -0.4439 -0.2937
H: -2.0565 0.0045 -0.9906
H: 1.3664 0.2990 1.7265
O: 0.4629 1.6502 -1.7619
C: 0.1472 0.7429 -1.0642
O: 2.0667 -0.6285 0.0683
H: 0.6453 0.4682 1.9658
H: -1.5395 1.1535 0.2345
C: -0.4147 -0.7227 0.3285
H: -0.7022 -1.3907 1.1321
H: 0.3219 -1.4497 -0.9579
C: -1.2002 0.3170 -0.3873

Cartesian forces, eV/Å:
0.487 0.661 0.937
0.204 0.046 -0.063
-0.782 0.314 0.553
-0.103 -0.432 0.470
0.053 -0.008 -0.986
-0.502 -0.102 -0.646
0.858 -0.016 0.085
0.229 -0.234 0.203
0.698 -0.976 -0.990
0.157 -0.178 -0.229
-1.205 0.729 1.152
-0.093 0.196 -0.486

---

# 4
Formula: C4H4O5Tl
Source: the Open Molecules 2025 dataset
Level of theory: the ωB97M-V functional and the def2-TZVPD basis

Summary:
Frontier orbital gap (spin up / spin down) ... 5.28 / 5.23 eV
Energy relative to the best compared isomer or geometry (same formula, charge and spin) ... 139.0 kcal/mol
Total charge ... +1
DFT total energy ... -703.022501 a.u.
Largest force on an atom ... 6.262 eV/Å

Atoms and positions in Å:
O: -0.8437 -1.7356 -0.8852
C: -1.3880 -0.7058 -1.4067
H: 0.6707 1.7197 1.0094
H: 1.1595 -0.3981 -1.3393
Tl: 0.0922 -1.8731 0.9570
O: -0.7224 0.4818 -1.3310
C: 1.0609 0.8906 0.3920
H: 2.0460 1.3768 0.2209
H: 1.0692 1.3146 -1.7226
O: -1.3852 0.1942 3.0787
O: 1.0779 -0.3298 1.2759
C: -1.0047 -0.8237 2.7012
O: -2.5073 -0.6577 -1.9069
C: 0.6749 0.5462 -1.0435

Cartesian forces, eV/Å:
0.790 -3.481 0.620
-3.579 3.811 -1.418
-1.234 -0.713 -0.563
0.056 0.259 0.206
-2.089 -2.944 -2.441
0.223 -0.293 0.237
1.293 -0.210 -0.363
0.377 -1.397 0.575
-0.133 -0.119 0.314
1.392 -4.049 -1.239
3.190 5.296 0.995
-2.142 4.330 2.284
2.337 -0.906 0.911
-0.481 0.414 -0.120

---

# 5
Formula: C4H18N2O5
Source: the Open Molecules 2025 dataset
Level of theory: the ωB97M-V functional and the def2-TZVPD basis

Summary:
Frontier orbital gap ... 10.68 eV
Energy relative to the best compared isomer or geometry (same formula, charge and spin) ... 70.7 kcal/mol
Structure (SMILES) ... CC(C)NC(N)=O.O.O.O.O
DFT total energy ... -648.857046 a.u.
Largest force on an atom ... 8.504 eV/Å

Atoms and positions in Å:
O: -2.8685 0.6063 -1.8032
H: 0.3130 1.6670 2.3973
N: 1.3025 -0.5004 0.0536
H: -0.6014 3.3272 -0.4015
C: 0.0719 0.8299 1.8329
H: 0.8997 -1.9158 2.5308
H: -3.4950 0.3185 0.4753
H: 2.6377 -1.3215 2.3841
H: 2.1656 -0.7994 -0.2436
C: 1.3515 0.0609 1.4591
H: -0.4664 1.3804 0.9686
O: 3.0332 0.0304 -2.5802
C: 0.0756 -1.1172 -0.3882
H: -2.7335 -0.8904 1.1971
N: 0.1208 -1.6229 -1.7991
H: 1.6275 -0.6941 3.4955
H: -2.1594 -0.1185 -1.4456
H: -0.5875 -2.2804 -2.1665
O: -3.2743 -0.1096 1.3332
C: 1.6260 -1.0217 2.4963
H: 0.7806 -1.3079 -2.3509
H: 3.1478 -0.8591 -2.4512
H: -0.6148 0.1755 2.3026
H: 2.2090 0.1115 -2.3747
O: 0.2912 3.3264 0.0082
H: -3.7215 0.1109 -1.7191
H: 0.8098 3.5691 -0.7359
O: -1.0681 -1.2170 0.1163
H: 2.1672 0.7869 1.3613

Cartesian forces, eV/Å:
1.387 -3.172 1.433
0.624 1.210 1.707
-5.688 -0.022 1.712
0.544 -0.108 0.679
-0.572 0.300 -3.161
1.075 1.379 -0.684
0.703 -0.759 0.833
0.938 -1.021 -0.380
1.867 -1.199 -1.234
-1.124 0.342 -0.831
0.990 -1.537 1.061
6.946 1.870 -2.194
-0.887 -1.014 -2.864
0.155 0.222 -0.562
-3.435 -1.116 5.738
-0.346 1.133 1.283
-2.411 2.488 -1.090
0.763 1.000 0.810
-0.987 0.775 -0.104
-0.812 -1.281 -0.692
3.817 1.551 -3.481
1.251 -3.570 0.220
-0.768 -0.363 0.550
-8.083 1.792 1.944
-1.637 -0.111 0.097
1.030 0.592 -0.247
1.136 0.390 -0.924
3.492 0.501 -0.050
0.032 -0.267 0.432

---

# 6
Formula: C21H22ClN5O2
Source: the Open Molecules 2025 dataset
Level of theory: the ωB97M-V functional and the def2-TZVPD basis

Summary:
Frontier orbital gap ... 8.52 eV
Energy relative to the best compared isomer or geometry (same formula, charge and spin) ... 33.7 kcal/mol
Structure (SMILES) ... COc1ccc(NCC(=O)N/N=C/c2c(C)nn(Cc3ccccc3)c2Cl)cc1
DFT total energy ... -1697.858783 a.u.
Largest force on an atom ... 0.857 eV/Å

Atoms and positions in Å:
O: 2.2513 -2.9343 6.2865
H: 2.9479 -2.9555 8.1584
H: -2.6777 -3.5903 2.8732
H: -2.3947 -4.2675 0.7588
H: 2.5481 -2.7097 3.7921
C: -1.5352 -3.7125 1.1437
C: -0.8467 3.9942 -4.1423
C: 2.6821 3.2414 -5.2813
N: -0.7837 3.6574 -1.7464
N: -0.8797 3.1483 -2.9785
H: -0.4057 -3.3786 6.8035
N: -1.2054 -0.1086 0.1630
H: -0.6099 3.8869 0.7920
H: 1.5746 -4.0577 7.8955
H: -0.7809 5.0182 -3.7638
C: -0.1174 -3.2651 5.7704
C: 0.3313 3.6786 -5.0305
H: 0.8184 -2.8508 2.0553
Cl: -1.1299 0.8796 -4.3584
H: -1.1149 -0.7115 -1.8375
N: -1.3389 -1.3468 0.7012
N: -1.7997 -3.2684 2.4933
C: 0.5454 -2.9802 3.0910
H: 1.3000 -2.2960 8.0174
O: -1.0538 -2.8183 -1.0288
H: 3.6624 3.1305 -4.8420
C: -1.0926 -3.3607 4.7941
C: -0.9862 1.4197 -1.6022
H: -0.8166 3.6226 -6.8358
H: -1.7071 2.5052 1.0258
C: 0.1664 3.5202 -6.3987
C: 1.5976 3.5388 -4.4764
C: 1.2533 3.2288 -7.2045
C: 1.2051 -3.0366 5.4117
C: -0.7823 -3.2251 3.4447
C: 1.5204 -2.8938 4.0612
C: -0.8495 2.6492 -0.9005
C: 2.5121 3.0867 -6.6470
C: -1.2785 -2.5777 0.1385
C: -1.1056 0.0832 -1.0951
H: 1.1149 3.1064 -8.2686
C: -0.9938 1.8071 -2.9382
H: -0.6702 -4.3868 1.0972
H: 1.7276 3.6607 -3.4106
H: -2.1171 -3.5447 5.0874
H: -1.7811 3.8798 -4.7020
H: -1.4955 -1.3185 1.7037
C: 1.9868 -3.0706 7.6594
H: 0.0244 2.2315 0.9790
H: 3.3589 2.8537 -7.2753
C: -0.7788 2.8380 0.5667

Cartesian forces, eV/Å:
-0.002 0.026 -0.342
-0.095 -0.015 0.016
0.121 0.015 -0.100
0.086 0.072 0.030
0.130 0.026 -0.041
0.105 0.080 -0.144
0.015 0.250 -0.316
0.054 0.003 0.050
0.064 0.693 0.500
-0.121 -0.660 0.009
0.015 -0.008 0.100
0.084 0.554 -0.046
0.018 0.083 0.039
0.001 0.042 -0.008
-0.100 -0.170 -0.021
0.234 0.014 0.185
0.045 0.061 -0.085
0.050 0.027 -0.124
-0.076 -0.141 -0.006
-0.012 -0.137 0.189
-0.103 -0.171 0.452
-0.510 -0.184 -0.087
-0.161 -0.085 0.009
0.014 -0.038 -0.011
0.043 0.006 -0.299
0.082 -0.007 0.037
0.010 0.015 -0.258
0.050 0.690 -0.482
-0.119 -0.018 -0.030
-0.008 -0.011 0.118
0.000 0.092 0.116
-0.071 0.031 -0.018
0.022 0.005 -0.090
0.050 0.030 -0.136
0.209 0.046 0.363
0.051 -0.034 0.344
-0.031 -0.344 -0.432
0.047 -0.024 -0.079
-0.071 -0.138 0.289
-0.041 -0.769 -0.247
-0.006 -0.015 -0.086
0.001 -0.007 0.554
-0.100 0.066 -0.032
0.017 -0.008 0.131
-0.101 -0.020 0.032
0.093 0.074 0.065
-0.029 -0.082 -0.366
-0.041 -0.019 0.200
0.016 -0.011 0.115
0.068 -0.024 -0.050
0.003 0.137 -0.007